Here is a cluster of 12 separate species, C48H96O24 in total at a distorted geometry from the OMol25 dataset. Energies are from ωB97M-V/def2-TZVPD.

Structure (XYZ):
```
168
Properties=species:S:1:pos:R:3:forces:R:3:mulliken_charge:R:1
C 3.21053 -3.74709 -2.12270 0.17 -0.56 0.18 -0.42
C 3.71633 -4.36530 -3.41281 1.46 -0.56 0.63 -0.41
O 3.15747 -3.72861 -4.59080 -1.64 -2.24 0.00 -0.34
C 2.08376 -4.45224 -5.13012 0.33 -0.68 0.49 0.83
C 1.65403 -3.75407 -6.44007 1.46 -1.10 0.78 -1.16
O 1.63067 -5.48814 -4.62792 0.94 2.76 -1.38 -0.60
H 2.20455 -4.10601 -1.85853 0.19 0.18 -0.26 0.12
H 3.21261 -2.66526 -2.17904 0.11 0.22 0.20 0.16
H 3.89218 -4.11629 -1.33440 -0.28 0.49 -0.12 0.20
H 4.83826 -4.23621 -3.52683 -1.34 0.02 0.18 0.31
H 3.52876 -5.47166 -3.28672 0.01 1.15 -1.03 0.31
H 2.29366 -4.07066 -7.27887 -0.23 -0.37 0.38 0.34
H 1.86113 -2.71438 -6.37098 -0.12 0.98 0.32 0.32
H 0.64273 -3.95998 -6.65183 -1.15 -0.22 -0.27 0.32
C -4.70287 -4.04478 -4.88967 2.26 0.86 0.24 -1.48
C -3.65759 -3.40102 -3.92526 -0.56 -2.27 0.94 0.59
O -2.75369 -4.53331 -3.42731 -3.40 0.29 -3.36 -0.39
C -1.82391 -4.22441 -2.64038 1.90 0.65 4.13 0.89
C -1.03501 -5.37570 -2.11532 0.47 -1.74 -2.27 -0.62
O -1.63339 -3.13787 -2.11844 -0.13 0.77 -0.96 -0.45
H -5.10207 -4.91051 -4.43015 -0.53 -0.85 0.47 0.47
H -4.22026 -4.33776 -5.83532 -0.23 0.15 0.31 0.34
H -5.48012 -3.33059 -5.07420 -0.46 0.37 -0.19 0.38
H -3.00088 -2.69949 -4.36527 0.48 0.86 -0.50 -0.25
H -4.12717 -2.99665 -3.01359 0.22 -0.02 -0.47 0.24
H -1.59724 -6.33270 -2.04268 0.28 0.71 -0.23 0.36
H -0.61007 -5.13606 -1.19101 0.51 0.49 1.43 -0.09
H -0.17982 -5.52533 -2.82477 -0.61 -0.16 0.49 0.00
C 1.37758 -2.91238 5.07791 -0.95 0.64 -1.60 -1.50
C 1.31376 -3.50439 3.67483 0.56 -0.91 0.71 0.75
O -0.05726 -3.68655 3.42644 -1.83 -1.48 -2.23 -0.22
C -0.35686 -4.51043 2.27219 0.40 2.42 2.97 0.84
C -1.81746 -4.81573 2.14465 0.50 -0.66 -0.34 -1.14
O 0.54967 -4.84914 1.59507 0.50 -0.85 -1.22 -0.50
H 0.87444 -3.58393 5.73874 -0.16 -0.33 0.69 0.37
H 0.87272 -1.91556 5.09695 0.44 -0.78 0.07 0.19
H 2.40319 -2.81793 5.28676 1.34 0.28 0.85 0.51
H 1.78870 -2.85456 2.95404 -0.04 0.38 -0.46 -0.06
H 1.84324 -4.49528 3.56545 -0.46 0.91 0.41 -0.11
H -2.45855 -3.93232 2.13426 0.21 -0.07 0.22 0.21
H -2.07249 -5.52095 2.95465 -0.14 0.46 -0.29 0.40
H -1.88116 -5.33527 1.18410 -0.36 0.04 0.18 0.31
C 4.15400 -6.21677 3.20466 -1.50 0.49 -0.36 -1.34
C 4.44895 -5.15629 2.19625 1.09 0.69 0.40 0.29
O 5.67519 -4.51559 2.71563 -0.79 -0.68 -0.39 -0.35
C 6.28210 -3.67183 1.88585 0.98 0.65 2.45 0.83
C 7.47852 -3.04210 2.57560 1.48 -0.28 -0.52 -0.89
O 5.87805 -3.36381 0.81549 -0.61 0.18 -1.87 -0.55
H 4.19855 -5.75647 4.19064 0.48 -0.42 0.14 0.33
H 4.85071 -6.98722 2.96703 0.47 -0.89 0.78 0.42
H 3.11737 -6.58776 3.11417 0.47 -0.01 -0.26 0.29
H 4.66564 -5.50888 1.20762 0.13 -0.47 -0.49 0.31
H 3.70219 -4.40780 2.07377 -0.69 0.70 0.15 0.00
H 7.93472 -3.65961 3.35157 -0.59 -0.15 0.14 0.36
H 7.28512 -2.05299 3.01139 -0.27 -0.26 -0.33 0.10
H 8.30874 -2.96202 1.84487 -0.65 0.34 0.09 0.31
C -3.19255 -0.89070 -6.68560 0.23 -1.46 -2.76 -1.14
C -2.11422 0.05701 -6.30999 -0.11 1.08 0.27 -0.09
O -1.32231 -0.61828 -5.28174 0.07 0.66 -0.40 -0.04
C -0.34639 0.14505 -4.73816 -0.06 0.04 0.76 0.34
C 0.36782 -0.48033 -3.57635 -0.16 -1.49 0.32 0.72
O -0.15699 1.27894 -5.06804 0.17 0.70 -0.73 -0.62
H -3.54596 -0.66170 -7.73776 -0.13 0.21 1.35 0.38
H -4.00399 -1.00591 -5.99362 -0.38 0.23 0.32 0.27
H -2.76374 -1.89654 -6.88058 -0.08 0.36 0.48 0.24
H -1.51125 0.37449 -7.18892 -0.01 -0.51 0.74 0.33
H -2.58913 1.00295 -5.93984 0.74 -0.73 0.16 0.13
H 0.87492 0.23426 -2.94039 -0.27 0.40 -0.17 -0.55
H 1.16577 -1.18183 -3.86270 -0.40 0.00 -0.33 0.39
H -0.36897 -1.05410 -2.97831 0.53 0.16 -0.29 -0.26
C -2.26119 2.34088 7.18021 0.98 0.08 -0.33 -1.21
C -1.71373 2.48500 5.75147 -0.04 -1.40 -0.29 -0.27
O -2.28637 1.45695 4.83993 1.44 -0.99 0.59 -0.22
C -1.54173 0.23343 4.84248 -3.01 1.58 0.24 0.64
C -2.18692 -0.72156 3.84656 1.97 -0.32 0.27 0.01
O -0.64732 0.03916 5.60499 0.65 -0.29 -0.19 -0.61
H -1.94970 1.34524 7.51732 -0.12 0.18 0.05 0.25
H -3.33372 2.39432 7.25905 -0.38 0.33 0.01 0.31
H -1.74071 3.07528 7.83797 -0.60 -0.37 -0.42 0.36
H -1.80789 3.43465 5.21202 -0.15 -0.22 0.41 0.40
H -0.68161 2.15689 5.83843 0.35 0.73 -0.14 0.25
H -3.26596 -0.66452 3.83009 -0.04 0.40 -0.25 0.32
H -1.86020 -1.75672 4.09253 -0.15 0.71 -0.20 0.22
H -1.68774 -0.42461 2.89790 -0.87 -0.36 0.16 -0.45
C 0.50440 6.18150 -0.70434 1.73 -0.22 -0.31 -1.18
C -0.10909 5.90623 0.62998 0.26 0.30 0.55 -0.45
O -0.56233 4.53530 0.59928 -0.43 0.30 0.23 0.33
C -0.94197 3.98841 1.77148 0.41 -0.05 0.73 -0.20
C -1.30226 2.50069 1.62327 -1.69 1.79 0.35 1.90
O -0.89558 4.61547 2.81951 -0.31 -0.81 -1.11 -0.69
H 0.52043 7.25914 -0.82110 -0.28 0.16 -0.60 0.43
H 0.03317 5.62079 -1.51915 -0.30 0.55 0.14 0.18
H 1.58071 5.90340 -0.74648 -0.59 -0.08 0.22 0.26
H 0.58935 6.02478 1.46706 0.01 -0.13 -0.26 0.49
H -0.86944 6.69730 0.80622 -0.36 -1.11 0.10 0.39
H -1.76001 2.23194 2.56528 0.30 -0.40 0.36 -0.26
H -0.43495 1.95202 1.36205 0.80 -0.64 -0.26 -0.02
H -2.12371 2.33279 0.90177 0.63 0.28 -0.01 -0.94
C 3.04186 1.61138 -1.22210 0.91 -0.36 -0.05 -0.62
C 2.90517 2.87913 -0.36844 1.08 -0.20 0.57 0.05
O 2.38899 2.40816 0.89506 -0.99 -0.82 0.47 0.29
C 2.61263 3.18877 1.95835 -0.28 1.10 -0.67 0.78
C 2.04097 2.75857 3.26811 -1.77 -1.51 0.24 -1.22
O 3.23104 4.21168 1.82157 0.40 0.73 0.47 -0.61
H 3.29687 1.79014 -2.28854 -0.02 0.18 0.73 0.48
H 2.15750 0.97420 -1.22099 -0.32 0.35 0.17 -0.23
H 3.84287 0.97072 -0.76648 -0.51 0.62 -0.52 0.25
H 3.90777 3.30913 -0.05935 -1.10 -0.20 -1.14 0.34
H 2.22196 3.65999 -0.76353 0.49 -0.50 0.16 -0.16
H 1.30125 1.90838 3.15846 0.72 0.92 -0.14 0.03
H 1.50793 3.54199 3.87837 1.05 -0.52 -0.90 0.31
H 2.87440 2.29404 3.77481 0.28 0.18 0.65 0.46
C -4.34238 6.52197 -0.52677 0.18 -0.17 -2.37 -1.66
C -3.36153 5.41078 -0.83747 0.25 0.85 1.14 0.91
O -2.73496 5.55728 -2.10300 0.44 0.83 0.90 -0.26
C -3.34198 5.01021 -3.11324 -0.15 -1.65 -1.69 0.99
C -2.55885 5.27709 -4.38023 -1.35 -0.74 -1.81 -1.19
O -4.37097 4.36256 -3.05108 0.55 0.56 -0.03 -0.59
H -3.75567 7.44307 -0.59774 -0.67 0.22 -0.02 0.34
H -4.74030 6.39012 0.43778 -0.39 -0.07 1.35 0.47
H -5.19292 6.44605 -1.25829 0.80 0.53 0.60 0.34
H -2.53177 5.48189 -0.13997 -0.13 -0.37 0.06 -0.05
H -3.86122 4.47828 -0.78675 -0.15 -1.05 0.04 -0.24
H -2.62283 4.46016 -5.18476 -0.28 1.13 1.44 0.25
H -1.53722 5.55810 -4.30472 0.88 0.01 0.76 0.32
H -3.04830 6.17913 -4.76087 -0.06 -0.10 -0.42 0.39
C -1.29676 2.18255 -2.26759 0.62 0.29 -0.09 -0.38
C -1.74472 0.93276 -1.55983 -0.65 0.36 0.82 -0.15
O -0.72268 0.28120 -0.73576 -1.29 -0.23 -0.46 0.32
C -1.25002 -0.80822 -0.07466 -0.65 0.70 0.16 0.38
C -0.13980 -1.65343 0.44867 -1.58 -0.33 1.32 -0.14
O -2.44037 -1.04538 0.07334 1.76 0.62 -0.39 -0.63
H -0.33228 1.92423 -2.68698 0.39 0.59 -0.10 0.00
H -1.21918 3.08122 -1.62256 -0.01 -0.57 -0.27 -0.30
H -1.92469 2.40870 -3.15768 0.09 -0.22 0.77 0.10
H -2.57938 1.13809 -0.89893 -0.25 -0.07 -0.01 -0.36
H -2.06472 0.20914 -2.28594 -0.27 -0.50 -0.32 0.87
H 0.76421 -1.48785 -0.07103 1.09 0.29 -0.14 0.38
H -0.51536 -2.63263 0.23138 0.16 -0.86 -0.15 -0.30
H -0.11328 -1.59422 1.56504 0.37 0.19 -0.87 -0.21
C -5.42587 1.27052 -1.36895 1.64 -2.26 -1.16 -0.81
C -5.80937 2.34497 -0.40674 -0.34 0.26 -0.17 0.42
O -6.52251 1.73651 0.69051 -1.04 0.01 0.08 -0.41
C -5.87246 1.49007 1.81632 2.81 0.43 -0.88 0.79
C -6.67753 0.98332 2.92763 0.08 -0.61 2.31 -1.24
O -4.66027 1.66384 1.88154 -1.00 -0.17 0.36 -0.42
H -4.67015 1.40714 -2.20511 -0.81 0.97 1.14 0.14
H -6.24229 0.77039 -1.90331 -0.30 0.34 0.47 0.40
H -4.91904 0.46972 -0.77811 -0.41 0.39 -0.23 0.09
H -4.95342 2.89500 -0.03887 0.11 -0.05 0.17 -0.21
H -6.55192 3.03449 -0.78002 0.03 0.28 -0.43 0.32
H -6.03767 1.00590 3.87977 -1.03 0.03 -1.45 0.22
H -7.02277 -0.03981 2.78000 0.35 -0.17 -0.27 0.31
H -7.61009 1.51336 3.07365 -0.02 0.51 0.01 0.37
C 7.14106 3.17352 2.04646 2.37 0.88 -0.71 -1.35
C 6.21218 2.74109 3.03966 -0.96 -0.20 2.32 -0.22
O 5.36108 1.74478 2.49190 -0.56 -0.76 0.58 -0.11
C 5.58171 0.44276 2.87284 -1.32 1.16 -1.32 0.55
C 4.61627 -0.42546 2.11973 -0.01 -0.91 -3.08 -0.06
O 6.47648 0.08948 3.57156 0.47 -0.30 0.71 -0.63
H 7.87388 2.41798 1.84488 0.43 -0.53 -0.38 0.34
H 7.69149 4.03280 2.42372 0.10 0.19 -0.02 0.42
H 6.66020 3.46644 1.14932 -0.52 0.27 -0.97 0.28
H 6.69846 2.35167 3.93851 0.06 -0.11 -0.18 0.41
H 5.65243 3.61186 3.37714 -0.79 -0.28 -0.12 0.31
H 5.25042 -1.20003 1.58806 -0.53 0.92 0.41 -0.06
H 4.00410 0.08349 1.28738 1.24 -0.25 1.46 -0.16
H 3.88538 -1.05680 2.58553 -0.15 0.03 1.29 0.12
```
Positions in Å, forces in eV/Å.

The total energy is -100473.85853 eV. For the LUMO energy, the calculation gives 0.520 eV. Its multiplicity is 1. The calculation puts the energy above the lowest of the compared OMol25 structures with the same formula, charge and spin at 207.57 kJ/mol. The calculation puts the highest occupied orbital energy at -9.996 eV. Its structure (SMILES) is CCOC(C)=O.CCOC(C)=O.CCOC(C)=O.CCOC(C)=O.CCOC(C)=O.CCOC(C)=O.CCOC(C)=O.CCOC(C)=O.CCOC(C)=O.CCOC(C)=O.CCOC(C)=O.CCOC(C)=O. For the maximum force, the calculation gives 4.79 eV/A.